Molecular formula: C3H7N3O2
Method: DFT, ωB97M-V with the def2-TZVPD basis set

Element x y z (Å)
1 C 1.200 -0.193 -1.177
2 O 0.177 0.514 -0.768
3 C -0.615 -0.089 0.211
4 C -0.353 -0.036 1.605
5 N 0.633 0.454 2.272
6 O 1.618 0.820 1.274
7 N -1.876 -0.361 0.141
8 N -2.199 -0.487 -1.146
9 H 2.073 -0.283 -0.455
10 H 1.168 -1.273 -1.337
11 H 1.632 0.319 -1.933
12 H -1.104 -0.423 2.303
13 H 2.228 1.095 2.011
14 H -3.237 0.190 -1.137
15 H -1.346 -0.247 -1.864

## Properties
**Energy above the lowest of the compared OMol25 structures with the same formula, charge and spin**: 181.1 kcal per mole
**Gap between HOMO and LUMO**: 9.036 eV
**HOMO**: -8.4791 eV
**LUMO level**: 0.56 eV
**DFT total energy**: -11783.45785 eV
**Max |F|**: 6.71 eV/A
**SMILES string**: COC(/C=N\O)=N\N
**Net charge**: 0

Computed Mulliken charges, given in elementary charges: -0.805 -0.438 0.678 -0.098 -0.558 -0.391 -0.349 -0.478 0.288 0.327 0.411 0.402 0.388 0.296 0.328